{"formula": "CFN4S", "method": "the ωB97M-V functional and the def2-TZVPD basis", "total_charge": -1, "orbital_gap_ev": 8.46, "e_homo_ha": -0.1697, "max_force_ev_per_a": 4.5, "e_lumo_ha": 0.14127, "de_lowest_kcal_mol": 23.0, "elements": ["S", "F", "N", "N", "N", "N", "C"], "xyz": [[0.595, 0.983, 0.164], [2.252, 1.091, 1.094], [-0.993, 0.718, -0.780], [-1.616, -0.990, -2.122], [0.478, -1.261, 1.891], [-1.140, -0.213, -1.460], [0.425, -0.327, 1.212]], "mulliken_charge": [0.084, -0.581, -0.463, -0.609, -0.485, 0.687, 0.367]}